C2H4NO2S | ωB97M-V/def2-TZVPD

Each line ends with the Löwdin charge.
Atoms and positions in Å:
N (-1.18721, -1.40049, 0.28313)  -0.020
H (0.34111, -0.14906, 0.07548)  -0.043
O (2.66910, -1.01337, -0.69373)  -0.556
O (2.52961, 1.38887, -0.07961)  -0.546
H (-2.69837, 0.78454, -0.30242)  0.060
C (-1.54654, 0.89768, -0.11829)  -0.083
H (-1.16540, 1.80749, 0.20263)  -0.029
H (-0.42950, -2.11539, 0.16886)  0.014
S (2.26051, -0.00635, 0.34386)  0.738
C (-0.77332, -0.19393, 0.12009)  -0.535

Properties
ΔE to the lowest compared entry with this formula, charge and spin (eV): 3.132
Charge: -1
Maximum force (eV/Å): 2.7
Spin multiplicity: 1
Energy (Ha): -681.97300